# C3H9O2PS

2 unconnected molecules or ions with the total composition C3H9O2PS at a distorted geometry (ωB97M-V/def2-TZVPD, the OMol25 dataset).

Geometry as XYZ:
```
16
Properties=species:S:1:pos:R:3:nbo_charge:R:1
C 1.142 -1.739 2.535 0.3127
C 0.979 0.930 -1.645 -0.9533
C -1.099 -0.696 -0.674 -0.9457
O -1.500 2.326 -0.402 -0.8484
O 0.391 -2.119 1.696 -0.4929
P 0.468 0.076 -0.046 0.6709
S -0.495 1.762 0.808 0.2006
H -2.319 1.839 -0.316 0.4763
H 2.047 -1.205 2.442 0.1027
H 1.120 -1.848 3.663 0.0894
H 1.743 0.349 -2.337 0.2316
H 1.565 1.737 -1.203 0.2336
H 0.076 1.208 -2.254 0.2347
H -1.678 -0.181 -1.403 0.2163
H -1.660 -0.809 0.277 0.2364
H -0.781 -1.631 -1.142 0.2350
```

Summary:
HOMO (eV): -8.9
Kohn-Sham gap (eV): 9.310
SMILES: CP(C)SO.C=O
F_max (eV/A): 2.5

=====

# C3H8NOS

A gas-phase ion, C3H8NOS (charge -1) at a distorted geometry (ωB97M-V/def2-TZVPD, the OMol25 dataset).

Geometry as XYZ:
```
14
Properties=species:S:1:pos:R:3:nbo_charge:R:1
C -0.062 0.297 -0.360 -0.2540
C 1.039 -0.339 -1.211 -0.5021
S 1.708 0.806 -2.463 -0.1079
N -0.798 -0.733 0.372 -0.7022
C -1.157 -0.167 1.777 0.1483
O -0.134 0.214 2.482 -0.9248
H 0.449 0.928 0.380 0.2138
H -0.777 0.840 -0.977 0.1646
H 0.707 -1.251 -1.694 0.2020
H 1.831 -0.602 -0.523 0.2071
H 1.053 1.882 -2.014 0.1232
H -0.178 -1.514 0.595 0.3240
H -1.890 0.638 1.483 0.0433
H -1.791 -0.997 2.154 0.0647
```

Summary:
HOMO (eV): -2.7
Kohn-Sham gap (eV): 5.881
Charge: -1
SMILES: [O-]CNCCS
F_max (eV/A): 1.2

=====

# C20H64Cl2CrO20S4

A molecular structure, C20H64Cl2CrO20S4 at a distorted geometry (ωB97M-V/def2-TZVPD, the OMol25 dataset).

Geometry as XYZ:
```
111
Properties=species:S:1:pos:R:3:lowdin_spin:R:1
Cr 21.872 26.474 -29.356 3.8025
Cl 21.808 27.359 -31.687 0.0264
Cl 24.062 25.363 -28.769 0.0528
O 22.667 28.143 -28.193 0.0169
S 23.551 29.317 -28.014 0.0038
O 23.863 30.196 -29.094 0.0014
O 23.070 30.261 -26.784 0.0007
C 22.199 29.703 -25.771 0.0000
C 20.779 29.502 -26.270 0.0000
C 25.120 28.776 -27.222 0.0007
H 22.158 30.247 -24.828 0.0000
H 22.688 28.765 -25.509 0.0000
H 20.749 28.925 -27.194 0.0000
H 20.281 30.467 -26.374 0.0000
H 20.268 28.896 -25.522 0.0000
H 25.453 29.642 -26.649 0.0001
H 25.844 28.432 -27.961 0.0001
H 24.897 27.951 -26.546 0.0001
O 19.147 23.538 -33.821 0.0000
S 19.886 22.311 -33.506 0.0000
O 19.430 21.275 -32.559 0.0000
O 20.359 21.688 -34.928 0.0000
C 21.055 20.443 -34.936 0.0000
C 21.007 19.822 -36.295 0.0000
C 21.569 22.838 -32.995 0.0000
H 20.615 19.732 -34.235 0.0000
H 22.058 20.734 -34.625 0.0000
H 20.095 19.271 -36.524 0.0000
H 21.880 19.176 -36.392 0.0000
H 21.120 20.625 -37.023 0.0000
H 22.046 22.039 -32.428 0.0000
H 21.567 23.810 -32.501 0.0000
H 22.168 22.938 -33.901 0.0000
O 25.601 30.722 -33.704 0.0000
S 25.747 29.473 -34.336 0.0000
O 26.396 29.348 -35.641 0.0000
O 26.538 28.478 -33.324 0.0000
C 26.107 28.358 -32.022 0.0000
C 27.320 27.777 -31.218 0.0000
C 24.103 28.612 -34.508 0.0001
H 25.217 27.738 -31.918 0.0000
H 25.673 29.281 -31.638 0.0000
H 27.147 26.861 -30.653 0.0001
H 27.685 28.481 -30.470 0.0000
H 28.167 27.491 -31.843 0.0000
H 23.640 29.092 -35.371 0.0000
H 23.629 28.801 -33.545 0.0001
H 24.300 27.549 -34.649 0.0000
O 18.548 29.784 -28.995 0.0029
S 18.615 28.401 -29.362 0.0062
O 19.804 27.604 -29.064 0.0313
O 17.289 27.535 -28.849 0.0019
C 15.986 28.000 -29.051 0.0004
C 14.996 27.368 -28.036 0.0001
C 18.352 28.312 -31.169 0.0006
H 15.744 27.684 -30.066 0.0000
H 15.921 29.079 -29.195 0.0000
H 14.001 27.812 -28.010 0.0000
H 15.293 27.582 -27.009 0.0000
H 14.828 26.307 -28.218 0.0000
H 17.432 28.846 -31.403 0.0001
H 18.431 27.298 -31.561 0.0000
H 19.157 28.881 -31.633 0.0002
C 20.318 21.807 -28.184 0.0000
O 21.505 21.915 -28.911 0.0000
H 20.279 22.507 -27.349 0.0000
H 19.452 21.955 -28.829 0.0000
H 20.209 20.845 -27.683 0.0000
H 21.580 21.091 -29.398 0.0000
C 22.662 31.442 -32.053 0.0000
O 21.877 30.548 -32.865 0.0003
H 23.662 31.022 -32.161 0.0000
H 22.533 32.483 -32.352 0.0000
H 22.387 31.298 -31.008 0.0000
H 21.989 29.649 -32.549 0.0003
C 21.772 26.067 -25.980 0.0024
O 21.119 26.065 -27.236 0.0178
H 21.866 25.054 -25.588 0.0004
H 22.785 26.450 -26.104 0.0001
H 21.329 26.728 -25.235 0.0002
H 20.193 25.847 -27.105 0.0007
C 25.256 23.321 -25.072 0.0001
O 24.303 24.210 -25.626 0.0009
H 26.155 23.831 -24.729 0.0000
H 24.882 22.724 -24.240 0.0000
H 25.502 22.583 -25.836 0.0000
H 24.524 24.491 -26.517 0.0010
C 19.800 24.417 -30.497 0.0033
O 21.055 24.469 -29.880 0.0178
H 19.790 24.728 -31.541 0.0001
H 19.386 23.409 -30.491 0.0003
H 19.060 24.989 -29.937 0.0005
H 21.254 23.558 -29.652 0.0002
C 24.696 24.734 -32.945 0.0000
O 24.766 23.895 -34.080 0.0000
H 25.738 24.922 -32.688 0.0000
H 24.102 25.643 -33.036 0.0001
H 24.273 24.260 -32.059 -0.0001
H 25.138 24.488 -34.737 0.0000
C 25.186 22.080 -28.882 0.0005
O 26.254 23.002 -28.995 0.0016
H 25.554 21.054 -28.866 0.0000
H 24.512 22.271 -28.047 0.0002
H 24.614 22.083 -29.809 0.0001
H 25.805 23.850 -29.013 0.0014
C 17.972 25.945 -25.762 0.0000
O 18.514 25.133 -26.749 0.0001
H 17.009 25.573 -25.413 0.0000
H 18.623 25.835 -24.894 0.0000
H 17.902 26.964 -26.143 0.0000
H 18.055 24.290 -26.719 0.0000
```

Summary:
HOMO (alpha / beta) (eV): -8.1 / -9.2
Kohn-Sham gap (alpha / beta) (eV): 7.961 / 9.123
⟨S²⟩: 6.01
2S+1: 5
F_max (eV/A): 4.1

=====

# C10H16N2Si

C10H16N2Si in the gas phase at a distorted geometry (ωB97M-V/def2-TZVPD, the OMol25 dataset).

Geometry as XYZ:
```
29
Properties=species:S:1:pos:R:3:nbo_charge:R:1
C 4.438 -0.024 0.330 -0.1941
C 4.043 1.254 0.037 -0.2694
C 3.466 -1.009 0.373 -0.2686
C 2.716 1.522 -0.310 -0.2238
C 2.170 -0.794 0.013 0.1376
C 1.780 0.515 -0.412 0.0834
C -2.804 -1.875 -0.204 -0.6003
C -3.641 1.226 0.468 -0.6100
C -1.560 -1.421 -0.861 -0.9586
C -2.214 1.527 0.490 -0.8894
N 1.205 -1.732 0.085 -0.8516
N 0.497 0.921 -0.519 -0.9864
Si -0.955 0.178 -0.130 1.7765
H 5.411 -0.316 0.522 0.2034
H 4.817 2.046 -0.017 0.2064
H 3.863 -1.955 0.541 0.1983
H 2.438 2.544 -0.624 0.1878
H -2.674 -1.742 0.836 0.1925
H -3.768 -1.396 -0.451 0.2119
H -2.932 -3.076 -0.438 0.2110
H -3.989 1.213 -0.486 0.2017
H -3.890 0.239 1.002 0.2118
H -4.257 1.995 0.967 0.2127
H -1.755 -1.417 -1.904 0.2419
H -0.654 -2.078 -0.780 0.3332
H -2.011 1.676 1.556 0.2446
H -1.900 2.571 -0.031 0.2390
H 1.627 -2.524 0.630 0.3391
H 0.532 1.931 -0.683 0.4195
```

Summary:
HOMO (alpha / beta) (eV): -6.4 / -6.4
Kohn-Sham gap (alpha / beta) (eV): 5.973 / 5.974
F_max (eV/A): 4.2

=====

# C3H7N2Si

2 unconnected molecules or ions with the total composition C3H7N2Si at a distorted geometry (ωB97M-V/def2-TZVPD, the OMol25 dataset).

Geometry as XYZ:
```
13
Properties=species:S:1:pos:R:3:nbo_charge:R:1
C -2.714 -0.923 -0.680 -0.0810
C -1.400 -0.869 -0.198 -0.1208
C -2.401 0.901 0.471 0.1475
N -3.349 0.178 -0.223 -0.4900
N -1.273 0.265 0.486 -0.4740
Si 3.894 0.134 -0.025 1.2491
H -3.160 -1.759 -1.248 0.2264
H -0.649 -1.446 -0.577 0.1853
H -2.550 1.701 1.059 0.1962
H -4.246 0.368 -0.392 0.4122
H 4.849 -1.060 0.223 -0.0709
H 2.935 -0.290 -1.108 -0.1222
H 3.791 1.617 0.395 -0.0579
```

Summary:
HOMO (eV): -11.1
Kohn-Sham gap (eV): 3.228
Charge: +1
F_max (eV/A): 4.7

=====

# C2H7IN3

2 unconnected molecules or ions with the total composition C2H7IN3 at a distorted geometry (ωB97M-V/def2-TZVPD, the OMol25 dataset).

Geometry as XYZ:
```
13
Properties=species:S:1:pos:R:3:nbo_charge:R:1
C -0.018 -0.113 -0.165 0.3661
C -1.242 0.074 -1.165 -0.5962
N 0.470 1.027 0.221 -0.0651
N 0.496 -1.312 0.224 -0.7648
N 2.480 0.879 1.070 -0.8294
I 3.690 -0.234 -0.095 0.4483
H -1.397 1.069 -1.434 0.2639
H -2.188 -0.191 -0.541 0.2642
H -1.113 -0.593 -1.946 0.2547
H 0.041 -2.143 0.140 0.4229
H 1.471 -1.262 0.609 0.4029
H 2.673 1.863 1.052 0.4265
H 2.512 0.484 1.978 0.4059
```

Summary:
HOMO (alpha / beta) (eV): -14.0 / -14.0
Kohn-Sham gap (alpha / beta) (eV): 7.720 / 7.717
Charge: +1
F_max (eV/A): 5.1